[1]
A molecular structure, C32H53NP2Tb at a distorted geometry. Source: the Open Molecules 2025 dataset; level of theory: ωB97M-V/def2-TZVPD.

```
89
Properties=species:S:1:pos:R:3:forces:R:3
Tb 1.4081 0.1982 -0.5284 -1.211 1.000 1.965
C -0.6932 -0.8816 0.5758 0.735 -0.935 0.156
C -0.2617 -1.8831 -0.3548 0.730 0.258 0.697
C 1.4260 -1.5812 1.2111 -1.277 -0.229 -0.262
C 0.3227 -0.7393 1.5716 0.195 -0.602 -0.470
C 1.0594 -2.2958 0.0198 -0.681 0.510 0.595
C -2.0491 -0.2698 0.6513 -0.492 0.301 0.074
H -2.6163 -0.4257 -0.2771 0.117 0.109 0.246
H -1.9837 0.8141 0.8356 -0.167 -0.257 -0.026
H -2.6445 -0.7006 1.4748 0.225 0.123 -0.261
C 0.2077 0.1070 2.7926 0.009 0.481 0.353
H -0.8419 0.2354 3.0856 0.197 -0.130 -0.004
H 0.6312 1.1054 2.6142 -0.182 -0.307 0.202
H 0.7536 -0.3366 3.6371 -0.180 0.090 -0.188
C 2.7070 -1.7347 1.9488 0.390 -0.030 0.259
H 2.5556 -1.5745 3.0274 0.135 -0.038 -0.360
H 3.4805 -1.0189 1.6162 -0.135 -0.192 0.164
H 3.1107 -2.7425 1.8019 -0.003 0.161 0.081
C 1.8042 -3.4475 -0.5610 0.277 -0.285 -0.073
H 2.2255 -4.0539 0.2530 -0.135 -0.022 -0.313
H 2.6495 -3.1502 -1.1947 -0.116 -0.247 0.138
H 1.1411 -4.0768 -1.1691 0.192 0.079 0.193
C -1.1158 -2.6186 -1.3278 -0.219 -0.307 -0.486
H -1.3377 -3.6322 -0.9464 0.026 0.383 -0.100
H -0.6223 -2.7503 -2.3029 -0.234 0.021 0.253
H -2.0737 -2.1120 -1.4990 0.216 -0.169 0.032
C -3.1110 2.8322 -2.3892 -0.510 -0.033 -0.387
C -4.0041 1.9921 -2.9313 0.182 0.193 0.450
C -3.7410 0.9820 -4.0183 -0.117 -0.152 -0.366
C -2.6009 1.3552 -5.0018 -0.372 0.107 -0.914
C -1.2862 0.6134 -4.7201 0.101 0.330 1.026
C -0.9805 0.3228 -3.2798 1.202 -0.885 0.760
C -0.9074 1.4679 -2.2607 -0.469 -0.088 -0.483
C -1.6187 2.7984 -2.6019 0.529 0.375 0.374
H -4.6746 0.8979 -4.6035 0.374 0.065 0.198
H -2.4657 2.4410 -5.0429 -0.221 -0.210 0.163
H -3.5803 -0.0293 -3.6041 -0.005 0.345 -0.102
H -1.2978 3.1026 -3.6108 -0.308 0.021 0.391
H -3.4559 3.6630 -1.7562 0.004 -0.692 -0.031
H -5.0438 2.0143 -2.5814 0.382 0.277 -0.206
H -1.1961 3.5653 -1.9315 -0.040 -0.167 -0.218
H -1.2842 1.1107 -1.2838 0.173 0.148 -0.346
H -1.5035 -0.5531 -2.8762 -0.007 0.376 -0.258
H 0.1551 1.7867 -2.0923 -0.136 -0.207 -0.228
H -2.9213 1.0781 -6.0198 0.003 0.099 0.249
H -1.3488 -0.3367 -5.2749 0.316 0.222 0.241
P 0.3172 1.3639 -5.2553 -1.535 -0.538 -1.469
C 0.2131 3.1312 -5.5695 0.411 0.689 -0.396
C 0.5775 0.5004 -6.8252 0.261 0.263 -0.640
P 1.1324 -0.3815 -3.0625 -2.198 0.539 0.221
C 1.7024 0.9537 -4.2164 0.390 0.472 0.090
C 1.0386 -1.8112 -4.2251 0.532 -0.476 0.235
C 2.9915 -0.6380 -2.3152 1.690 -0.331 -0.801
H 0.7127 3.7073 -4.7720 -0.298 -0.261 -0.280
H -0.8194 3.4971 -5.6997 0.453 -0.309 0.080
H 0.7569 3.3179 -6.5116 -0.166 0.068 0.366
H 1.1023 1.1708 -7.5174 0.059 -0.366 0.028
H -0.3802 0.2125 -7.2797 0.205 0.260 0.186
H 1.1543 -0.4210 -6.6754 -0.090 0.340 -0.008
H 3.6329 -0.3211 -3.1558 0.114 -0.302 0.605
H 3.1652 -1.7063 -2.1053 0.257 0.581 0.017
H 3.3472 -0.0118 -1.4299 0.443 -0.763 -1.292
H 2.0626 1.8572 -3.6957 -0.144 -0.381 -0.049
H 2.5268 0.5870 -4.8576 -0.426 0.200 0.254
H 1.2484 -2.7319 -3.6596 0.012 0.214 -0.231
H 1.8037 -1.7165 -5.0145 -0.245 -0.162 0.326
H 0.0471 -1.9336 -4.6936 0.406 0.278 0.337
C 3.6947 1.8240 5.4979 -0.178 -0.134 -0.177
N 3.2524 2.4177 4.2636 0.656 0.955 -0.174
C 2.0324 3.1750 4.3547 -0.245 -0.227 0.143
C 3.5415 1.6642 3.0640 0.184 -0.798 0.117
C 3.1798 2.4152 1.8020 1.004 0.876 -0.258
C 3.8841 3.5940 1.5071 -0.438 -0.101 0.125
C 3.4384 4.4423 0.4851 0.025 -0.097 -0.218
C 2.2625 4.1428 -0.2026 -0.615 -0.098 0.185
C 1.5668 2.9375 0.1003 1.539 1.213 -0.620
C 2.1553 2.0058 0.9540 -1.270 -1.131 0.358
H 3.6410 2.5772 6.2913 0.125 -0.184 -0.072
H 4.7279 1.4775 5.3867 -0.121 0.048 0.113
H 3.0712 0.9653 5.8052 0.075 -0.037 0.053
H 1.9379 3.8773 3.5184 -0.021 -0.144 0.167
H 1.1296 2.5365 4.3856 -0.007 0.145 0.009
H 2.0696 3.7406 5.2950 -0.117 -0.007 -0.291
H 4.6271 1.4495 3.0939 -0.305 -0.011 -0.097
H 3.0202 0.6850 3.0732 0.104 0.252 -0.151
H 4.7734 3.8463 2.0900 -0.306 0.048 -0.101
H 3.9997 5.3523 0.2554 -0.219 -0.332 0.008
H 1.8701 4.8267 -0.9632 0.088 -0.057 0.404
H 0.5517 2.7870 -0.3050 0.419 -0.089 -0.277
```
Positions in Å, forces in eV/Å.

ΔE to the lowest compared entry with this formula, charge and spin   289.5 kJ/mol
⟨S²⟩   12.6322
Total charge   +1
E_HOMO (spin up / spin down)   -9.133 / -9.216 eV
Multiplicity   7
E_tot   -2812.5715 a.u.

***

[2]
A molecular structure, C32H54BaN5O6P2SSi3 at a distorted geometry. Source: the Open Molecules 2025 dataset; level of theory: ωB97M-V/def2-TZVPD.

```
104
Properties=species:S:1:pos:R:3:forces:R:3
Ba 0.1626 -0.2264 0.4075 0.935 0.268 -0.580
N -4.1913 0.2940 0.3641 0.199 0.025 -0.069
C -3.8041 -0.7205 1.4399 -0.475 0.050 -0.039
C -5.0547 -1.2933 2.0939 0.025 0.033 0.018
P -2.8122 0.2552 2.6751 -0.285 -0.565 0.110
O -3.9088 1.4738 2.7660 -0.143 0.234 0.058
O -2.6927 -0.4477 3.9619 -0.021 0.063 0.066
O -1.6535 0.7540 1.8853 0.373 0.271 -0.002
P -2.8138 -1.9729 0.4888 0.413 0.123 0.420
O -4.0236 -2.7797 -0.2269 0.018 -0.249 -0.191
O -2.0072 -2.8211 1.3861 -0.079 -0.302 0.173
O -2.0952 -1.1616 -0.5589 -0.618 0.190 -0.339
H -4.2611 1.2418 0.7488 0.005 -0.016 0.073
H -5.0642 0.0475 -0.0987 0.040 -0.095 -0.015
H -3.4134 0.2636 -0.3250 -0.126 0.016 0.052
H -5.6286 -0.5103 2.5918 0.021 0.016 0.015
H -4.7395 -2.0034 2.8572 0.009 -0.009 -0.002
H -5.6902 -1.8110 1.3732 0.017 0.005 -0.028
H -3.7726 2.0436 3.5317 0.049 -0.097 -0.035
H -4.0252 -3.7021 0.0576 0.020 0.078 0.017
C -2.4890 3.1875 -0.2983 0.098 0.075 -0.145
Si -0.8408 3.5045 -1.2059 -0.225 0.032 -0.053
C -0.6888 5.3945 -1.3083 -0.020 -0.015 -0.052
C -1.3908 2.9920 -2.9553 -0.127 0.122 0.060
C 0.6103 2.6482 -0.5540 -0.006 -0.117 -0.138
Si 1.2403 3.2767 1.0280 0.109 0.016 0.025
C 2.1530 1.9529 2.0295 -0.037 -0.034 0.151
C -0.1191 3.8922 2.1889 0.045 0.005 0.063
C 2.4428 4.7335 0.8782 -0.035 0.010 0.048
Si 1.8276 2.3846 -1.8716 -0.021 0.032 0.051
C 3.5675 1.9150 -1.3846 0.026 0.038 -0.115
C 2.1282 3.8596 -3.0366 0.091 0.009 0.017
C 1.1830 0.9918 -3.0471 0.021 0.008 -0.046
C 1.5487 0.9424 -4.3969 -0.009 0.007 0.035
C 0.9987 -0.0052 -5.2387 0.026 -0.006 -0.021
C 0.0831 -0.9083 -4.7196 -0.091 -0.085 0.010
C -0.2132 -0.8343 -3.3698 0.053 0.174 0.015
N 0.3208 0.0796 -2.5556 0.024 -0.059 0.151
H -3.2163 3.9557 -0.5807 -0.012 -0.008 0.050
H -2.4214 3.1136 0.7843 0.001 -0.021 0.040
H -2.8398 2.2385 -0.7088 -0.075 -0.066 0.046
H -1.5972 5.8304 -1.7370 0.005 0.029 0.020
H 0.1519 5.6701 -1.9495 0.007 0.017 0.012
H -0.5211 5.8511 -0.3302 -0.002 -0.008 0.020
H -2.2402 3.6414 -3.2017 0.006 -0.055 -0.067
H -1.7496 1.9602 -2.9661 0.032 -0.048 0.013
H -0.6572 3.0942 -3.7529 0.090 0.025 -0.001
H 1.4673 1.2383 2.5069 -0.025 0.040 -0.013
H 2.6717 2.4266 2.8695 0.046 0.001 -0.038
H 2.9001 1.3891 1.4589 0.030 -0.017 -0.038
H -0.8147 3.0864 2.4344 0.025 0.012 -0.003
H -0.6862 4.7321 1.7815 -0.014 0.010 -0.025
H 0.3587 4.2309 3.1137 -0.051 0.005 0.033
H 3.3520 4.4502 0.3453 0.015 0.012 -0.011
H 2.7351 5.1128 1.8623 0.007 0.002 -0.001
H 1.9696 5.5500 0.3251 0.013 0.011 -0.002
H 4.0483 2.7613 -0.8839 0.012 -0.017 0.010
H 4.1258 1.7414 -2.3127 0.040 -0.034 0.032
H 3.7110 1.0276 -0.7486 -0.015 0.006 -0.009
H 2.4148 4.7041 -2.4023 0.009 0.022 -0.016
H 1.2837 4.1777 -3.6483 -0.057 -0.026 0.009
H 2.9780 3.6578 -3.6961 -0.021 0.008 -0.032
H 2.2589 1.6652 -4.7782 -0.010 0.017 -0.006
H 1.2736 -0.0372 -6.2865 -0.012 -0.009 -0.006
H -0.3925 -1.6582 -5.3385 0.018 0.001 -0.014
H -0.9076 -1.5260 -2.9044 -0.041 -0.024 -0.007
N 1.2593 -4.3338 2.8942 -0.094 0.141 0.187
C 0.5575 -4.1239 4.1010 0.008 0.000 -0.049
C -0.0241 -5.1802 4.7839 -0.009 -0.059 -0.044
C -0.7171 -4.9514 5.9652 0.005 0.092 0.013
C -0.8670 -3.6573 6.4431 0.023 -0.067 -0.042
C -0.3080 -2.5967 5.7424 -0.056 0.016 0.025
C 0.4357 -2.8328 4.5990 -0.088 0.041 0.030
S 1.2509 -1.5262 3.7533 0.185 -0.082 0.028
N 1.2473 -2.1043 2.1633 -0.207 0.364 -0.024
C 1.2530 -3.3502 1.9137 -0.067 -0.283 0.043
C 1.3205 -3.7882 0.4989 -0.079 -0.230 0.116
C 1.3321 -5.1371 0.1521 0.130 0.021 -0.271
C 1.4533 -5.4814 -1.1827 -0.007 -0.121 0.073
C 1.5520 -4.4771 -2.1295 -0.009 0.094 -0.125
C 1.5153 -3.1628 -1.6984 0.206 -0.067 0.108
N 1.4046 -2.8198 -0.4175 -0.268 0.178 -0.024
H 1.2108 -5.2785 2.5615 0.014 -0.030 0.012
H 0.0702 -6.1853 4.3870 -0.012 -0.004 0.011
H -1.1556 -5.7848 6.4984 0.001 -0.007 0.001
H -1.4299 -3.4677 7.3471 -0.005 -0.006 0.003
H -0.4548 -1.5769 6.0742 -0.005 -0.001 -0.003
H 1.2563 -5.9299 0.8805 0.000 -0.008 0.026
H 1.4707 -6.5227 -1.4790 -0.004 0.003 0.020
H 1.6513 -4.6989 -3.1833 0.005 -0.006 -0.002
H 1.6100 -2.3486 -2.4065 -0.031 0.005 0.044
C 4.6464 -2.8508 2.0371 0.131 0.032 0.095
C 4.6855 -1.3460 1.6837 0.025 -0.156 0.091
C 6.1580 -0.9109 1.7237 -0.005 -0.027 -0.049
C 4.0470 -0.9590 0.3776 -0.044 0.257 -0.178
H 5.1023 -3.0602 3.0171 -0.023 -0.030 -0.048
H 5.1943 -3.4212 1.2792 0.014 0.024 -0.017
H 3.6285 -3.2300 2.0590 -0.019 -0.008 0.001
H 4.1792 -0.8140 2.5038 -0.076 -0.013 -0.056
H 6.6988 -1.3941 0.9025 0.011 0.016 0.001
H 6.6535 -1.1897 2.6632 -0.008 0.022 -0.009
H 6.2323 0.1657 1.5736 0.021 0.023 0.022
H 4.3601 -1.5669 -0.4826 -0.030 -0.053 0.061
H 2.9578 -0.8237 0.3769 0.046 -0.205 0.178
```
Positions in Å, forces in eV/Å.

ΔE to the lowest compared entry with this formula, charge and spin   154.5 kJ/mol
Total charge   -1
E_HOMO (spin up / spin down)   -1.640 / -1.635 eV
E_tot   -3952.2666 a.u.